Record 1
The following is a DFT calculation (wB97M-V/def2-TZVPD) of a molecular structure, C28H26BrN2O4PPd.

Positions of all 63 atoms, in Å:
1 Pd 0.341 0.312 0.112
2 N -0.133 -1.962 0.716
3 C -0.757 -1.926 2.037
4 C 0.102 -1.097 2.999
5 N 0.129 0.285 2.528
6 H -0.820 -2.309 0.034
7 H 0.677 -2.581 0.709
8 H -0.912 -2.935 2.450
9 H -1.732 -1.439 1.922
10 H 1.128 -1.478 2.988
11 H -0.298 -1.182 4.020
12 H 0.905 0.809 2.924
13 H -0.748 0.761 2.740
14 O -2.152 -2.371 -1.296
15 C -1.872 -1.279 -1.790
16 O -1.665 -0.203 -1.124
17 C -1.599 -1.118 -3.255
18 C -2.147 -1.917 -4.247
19 C -1.758 -1.738 -5.563
20 C -0.797 -0.786 -5.875
21 C -0.238 0.004 -4.886
22 C -0.647 -0.146 -3.565
23 P 0.006 0.829 -2.177
24 C 1.610 1.395 -2.863
25 C 2.046 2.710 -2.781
26 C 3.340 3.037 -3.140
27 C 4.210 2.050 -3.575
28 C 3.794 0.727 -3.623
29 C 2.507 0.398 -3.252
30 C -1.036 2.320 -2.127
31 C -1.196 3.100 -3.266
32 C -1.992 4.232 -3.219
33 C -2.652 4.569 -2.050
34 C -2.516 3.776 -0.921
35 C -1.697 2.662 -0.952
36 H -2.875 -2.663 -3.971
37 H -2.188 -2.346 -6.346
38 H -0.475 -0.661 -6.898
39 H 0.528 0.723 -5.139
40 H 1.360 3.471 -2.440
41 H 3.673 4.061 -3.056
42 H 5.215 2.310 -3.874
43 H 4.480 -0.051 -3.932
44 H 2.178 -0.637 -3.260
45 H -0.692 2.825 -4.182
46 H -2.099 4.845 -4.101
47 H -3.276 5.450 -2.022
48 H -3.049 4.027 -0.016
49 H -1.562 2.047 -0.063
50 Br 6.390 6.676 0.021
51 C 5.107 5.271 0.180
52 C 5.541 3.959 0.245
53 C 4.604 2.943 0.306
54 C 3.246 3.240 0.317
55 C 2.834 4.569 0.267
56 C 3.760 5.590 0.199
57 C 2.205 2.163 0.377
58 O 2.542 0.956 0.409
59 O 1.000 2.518 0.406
60 H 6.596 3.736 0.248
61 H 4.920 1.913 0.330
62 H 1.778 4.783 0.282
63 H 3.444 6.621 0.157

Calculated values
**E_HOMO (alpha / beta)**: -0.286 / -0.286 hartree
**Relative energy (zero: lowest compared OMol25 entry of this formula, charge and spin)**: 33.6 kcal/mol
**Maximum force**: 1.4 eV/A
**Net charge**: 0

Record 2
The following is a DFT calculation (wB97M-V/def2-TZVPD) of a molecular structure, C28H26ClCrIN3O8Sb2.

Positions of all 70 atoms, in Å:
1 Cr 0.039 -0.857 -0.902
2 O 3.979 -0.853 -0.768
3 C 2.876 -0.440 -1.050
4 O 1.837 -1.247 -1.144
5 C 2.680 1.022 -1.366
6 C 3.819 1.747 -1.648
7 C 3.730 3.097 -1.944
8 C 2.520 3.752 -1.958
9 C 1.372 3.034 -1.682
10 C 1.406 1.650 -1.355
11 O 0.326 1.023 -1.016
12 N 0.111 3.777 -1.727
13 O 0.174 4.992 -1.729
14 O -0.940 3.159 -1.777
15 N 4.948 3.852 -2.248
16 O 4.832 5.038 -2.487
17 O 6.002 3.249 -2.232
18 H 4.777 1.248 -1.626
19 H 2.464 4.805 -2.185
20 Cl -1.581 -4.873 -6.198
21 C -1.290 -4.227 -4.616
22 C -1.365 -5.041 -3.522
23 C -1.138 -4.543 -2.223
24 I -1.275 -5.813 -0.590
25 C -0.826 -3.217 -2.011
26 O -0.618 -2.667 -0.834
27 C -0.743 -2.381 -3.166
28 N -0.429 -1.080 -2.913
29 C -0.355 -0.221 -3.905
30 C -0.577 -0.606 -5.234
31 C -0.878 -1.913 -5.516
32 C -0.975 -2.853 -4.469
33 H -1.605 -6.087 -3.651
34 H -0.116 0.803 -3.641
35 H -0.504 0.133 -6.019
36 H -1.047 -2.236 -6.534
37 C -3.377 3.008 0.954
38 Sb -1.764 1.626 1.228
39 C -2.419 0.353 -0.383
40 C -2.752 0.414 2.767
41 C -1.954 0.454 4.031
42 C -2.165 1.496 4.936
43 C -1.402 1.632 6.083
44 C -0.400 0.711 6.352
45 C -0.185 -0.335 5.471
46 C -0.946 -0.484 4.310
47 C -0.664 -1.649 3.411
48 Sb 0.641 -1.222 1.748
49 C 1.806 -2.990 1.723
50 C 1.996 0.188 2.566
51 H -4.322 2.481 0.826
52 H -3.176 3.618 0.074
53 H -3.443 3.659 1.827
54 H -3.473 0.106 -0.243
55 H -1.957 -0.653 -0.356
56 H -2.281 0.828 -1.352
57 H -2.873 -0.597 2.378
58 H -3.750 0.825 2.928
59 H -2.952 2.214 4.729
60 H -1.592 2.450 6.766
61 H 0.204 0.799 7.246
62 H 0.584 -1.068 5.691
63 H -1.570 -2.096 3.001
64 H -0.142 -2.429 3.966
65 H 2.224 -3.190 2.709
66 H 2.605 -2.849 0.997
67 H 1.177 -3.819 1.403
68 H 2.286 -0.099 3.576
69 H 1.522 1.168 2.590
70 H 2.881 0.222 1.931

Calculated values
**E_HOMO (alpha / beta)**: -0.309 / -0.313 hartree
**Relative energy (zero: lowest compared OMol25 entry of this formula, charge and spin)**: 0.0 kcal/mol
**Maximum force**: 0.3 eV/A
**Net charge**: 0
**Multiplicity**: 4

Record 3
The following is a DFT calculation (wB97M-V/def2-TZVPD) of a molecular structure, C28H26ClNP2SeTb.

Positions of all 60 atoms, in Å:
1 Tb 10.645 12.197 9.929
2 C 8.110 9.761 11.232
3 C 8.875 9.625 12.545
4 P 10.325 10.709 12.477
5 C 11.419 10.514 13.954
6 C 12.772 10.114 13.792
7 C 13.589 9.971 14.910
8 C 13.156 10.250 16.190
9 C 11.847 10.706 16.342
10 C 10.980 10.841 15.218
11 C 9.600 12.394 12.846
12 C 8.326 12.550 13.427
13 C 7.873 13.841 13.785
14 C 8.706 14.946 13.531
15 C 9.871 14.815 12.884
16 C 10.404 13.535 12.639
17 P 9.374 9.650 9.784
18 C 8.441 9.247 8.280
19 C 7.295 9.943 7.878
20 C 6.838 9.751 6.583
21 C 7.487 8.879 5.741
22 C 8.564 8.106 6.170
23 C 9.041 8.281 7.453
24 C 10.168 8.075 10.244
25 C 9.395 6.910 10.348
26 C 9.982 5.766 10.892
27 C 11.376 5.765 11.124
28 C 12.103 6.937 11.101
29 C 11.458 8.118 10.720
30 H 7.691 10.801 11.127
31 H 7.374 8.954 11.129
32 H 9.113 8.545 12.636
33 H 8.268 9.955 13.395
34 H 13.193 9.909 12.850
35 H 14.643 9.679 14.899
36 H 13.762 10.183 17.063
37 H 11.408 11.016 17.331
38 H 9.919 11.044 15.418
39 H 7.642 11.659 13.602
40 H 6.768 13.924 14.008
41 H 8.284 15.935 13.710
42 H 10.548 15.638 12.630
43 H 11.417 13.325 12.205
44 H 6.903 10.671 8.526
45 H 6.014 10.315 6.217
46 H 7.222 8.869 4.690
47 H 9.033 7.381 5.474
48 H 9.835 7.677 7.892
49 H 8.381 6.920 9.977
50 H 9.348 4.867 10.976
51 H 11.809 4.816 11.402
52 H 13.150 6.902 11.354
53 H 11.971 9.024 10.786
54 Se 6.787 13.348 10.233
55 C 8.316 13.772 9.412
56 N 9.392 13.873 8.969
57 Cl 13.204 12.433 8.877
58 C 12.859 12.061 10.629
59 H 13.518 12.797 11.203
60 H 13.233 11.042 10.827

Calculated values
**E_HOMO (alpha / beta)**: -0.405 / -0.406 hartree
**Maximum force**: 3.5 eV/A
**Net charge**: +1
**Multiplicity**: 7

Record 4
The following is a DFT calculation (wB97M-V/def2-TZVPD) of 2 unconnected molecules or ions with the total composition C28H26F5O6.

Positions of all 65 atoms, in Å:
1 C 2.137 -3.219 -0.211
2 C 1.968 -2.028 -0.088
3 C 1.817 -0.571 0.152
4 C 2.680 0.278 -0.609
5 O 3.570 -0.213 -1.505
6 C 3.177 0.247 -2.822
7 C 3.035 -0.953 -3.815
8 C 2.600 1.705 -0.412
9 C 1.644 2.193 0.488
10 C 0.744 1.333 1.224
11 C 0.846 -0.076 1.071
12 O 0.005 -0.854 1.819
13 C -0.895 -1.637 1.016
14 C -2.163 -2.062 1.820
15 O -2.646 -3.345 1.396
16 C -2.811 -3.387 -0.022
17 C -3.870 -4.427 -0.475
18 C -0.282 2.015 2.143
19 O -0.632 1.568 3.206
20 C -0.804 3.372 1.599
21 C -2.289 3.764 1.808
22 F -2.603 4.725 0.844
23 F -2.478 4.373 3.025
24 C -3.251 2.595 1.586
25 C -4.034 2.146 2.685
26 C -4.917 1.054 2.540
27 C -5.098 0.384 1.306
28 C -4.308 0.840 0.206
29 C -4.483 0.093 -1.120
30 F -5.234 -1.033 -0.976
31 F -5.212 0.899 -1.960
32 F -3.330 -0.219 -1.740
33 C -3.417 1.927 0.352
34 C 0.025 4.170 0.929
35 C 1.487 3.714 0.712
36 O 2.417 4.476 0.752
37 H 2.536 -4.230 -0.187
38 H 2.201 0.773 -2.824
39 H 3.926 0.945 -3.257
40 H 2.326 -1.663 -3.327
41 H 4.014 -1.421 -4.032
42 H 2.535 -0.572 -4.734
43 H 3.283 2.371 -0.965
44 H -0.362 -2.581 0.763
45 H -1.183 -1.112 0.079
46 H -3.005 -1.335 1.703
47 H -1.956 -2.123 2.911
48 H -1.852 -3.655 -0.531
49 H -3.110 -2.380 -0.379
50 H -3.901 -5.307 0.197
51 H -3.644 -4.771 -1.508
52 H -4.871 -3.950 -0.480
53 H -3.934 2.652 3.654
54 H -5.476 0.725 3.429
55 H -5.813 -0.446 1.210
56 H -2.789 2.268 -0.490
57 H -0.290 5.144 0.514
58 C 7.644 -0.791 -0.583
59 C 6.828 0.011 -1.625
60 O 6.956 -0.590 -2.821
61 H 8.707 -0.817 -0.840
62 H 7.557 -0.325 0.414
63 H 7.281 -1.820 -0.496
64 H 7.190 1.068 -1.526
65 H 5.805 0.084 -1.192

Calculated values
**E_HOMO**: -0.085 hartree
**Maximum force**: 2.3 eV/A
**Net charge**: -1